The following is a DFT calculation (wB97M-V/def2-TZVPD) of C36H94F3N8O10Sr as an isolated structure in a non-equilibrium geometry.

XYZ file:
```
152
C36H94F3N8O10Sr | the Open Molecules 2025 dataset | wB97M-V/def2-TZVPD
Sr -9.358 4.527 0.746
C -7.785 1.028 0.383
O -7.664 0.332 1.627
O -8.177 2.304 0.539
C -6.640 0.846 -0.605
F -7.004 1.063 -1.876
F -5.632 1.736 -0.368
F -6.098 -0.376 -0.547
C -6.465 0.483 2.362
C -6.610 -0.322 3.627
H -5.765 -0.198 4.306
H -7.553 -0.167 4.151
H -6.542 -1.393 3.411
H -6.286 1.537 2.624
H -5.565 0.163 1.827
H -8.638 0.452 -0.011
C -2.691 -0.937 -7.022
C -3.030 0.460 -6.477
C -3.005 0.456 -4.954
O -4.085 -0.293 -4.458
C -3.851 -0.673 -3.104
N -1.990 1.402 -6.890
H -3.250 -1.696 -6.461
H -1.638 -1.219 -6.980
H -2.999 -1.036 -8.065
H -3.994 0.730 -6.908
H -2.974 1.493 -4.590
H -2.022 0.064 -4.648
H -3.691 0.207 -2.473
H -2.973 -1.321 -3.041
H -4.739 -1.216 -2.790
H -1.087 1.111 -6.541
H -1.904 1.577 -7.880
C -14.023 2.493 5.572
C -13.599 1.104 5.115
C -12.230 0.763 5.710
O -11.559 -0.218 4.970
C -10.290 -0.536 5.508
N -14.606 0.168 5.661
H -13.409 3.264 5.089
H -13.777 2.647 6.625
H -15.090 2.619 5.415
H -13.533 0.967 4.028
H -12.321 0.537 6.778
H -11.684 1.721 5.651
H -9.656 0.338 5.316
H -9.815 -1.310 4.901
H -10.338 -0.873 6.544
H -15.412 0.101 5.040
H -14.214 -0.763 5.485
C -5.997 -4.387 3.524
C -6.041 -4.931 2.092
C -6.675 -3.922 1.154
O -6.519 -4.363 -0.171
C -7.263 -3.663 -1.120
N -4.640 -5.186 1.696
H -5.474 -3.431 3.557
H -5.674 -5.169 4.206
H -7.010 -4.135 3.868
H -6.580 -5.880 2.078
H -6.244 -2.922 1.330
H -7.740 -3.761 1.383
H -7.035 -2.593 -1.159
H -8.345 -3.762 -0.959
H -7.101 -4.054 -2.125
H -4.592 -5.074 0.685
H -4.065 -4.419 2.038
C -9.353 1.449 -6.885
C -7.886 1.376 -7.264
C -6.966 1.649 -6.072
O -7.147 2.969 -5.591
C -6.257 3.206 -4.524
N -7.571 0.084 -7.872
H -9.644 2.481 -6.679
H -9.567 0.866 -5.985
H -9.989 1.130 -7.710
H -7.706 2.194 -7.968
H -5.931 1.443 -6.371
H -7.224 0.950 -5.261
H -5.200 3.132 -4.812
H -6.305 2.383 -3.796
H -6.514 4.148 -4.051
H -7.857 -0.674 -7.260
H -6.565 -0.002 -7.977
C -6.464 2.489 6.181
C -7.058 1.590 7.252
C -6.341 1.759 8.584
O -6.495 3.096 9.033
C -5.470 3.504 9.900
N -8.504 1.796 7.340
H -6.688 3.553 6.236
H -6.712 2.084 5.195
H -5.375 2.384 6.196
H -6.927 0.554 6.925
H -5.271 1.566 8.435
H -6.722 1.069 9.347
H -5.444 2.857 10.782
H -5.673 4.538 10.186
H -4.462 3.573 9.468
H -8.711 2.739 7.652
H -8.942 1.169 8.003
C -5.509 5.706 -2.008
C -6.213 4.941 -0.880
C -5.262 4.521 0.222
O -4.954 5.666 1.004
C -4.227 5.402 2.180
N -7.275 5.824 -0.293
H -4.775 5.079 -2.518
H -4.966 6.535 -1.546
H -6.188 6.057 -2.783
H -6.723 4.118 -1.386
H -4.364 4.050 -0.183
H -5.741 3.778 0.872
H -3.462 4.628 2.060
H -4.875 4.984 2.963
H -3.751 6.318 2.516
H -6.756 6.464 0.312
H -7.618 6.460 -1.012
C -9.462 6.329 3.875
C -8.546 5.112 3.999
C -9.352 3.834 4.155
O -9.857 3.460 2.890
C -10.538 2.214 2.844
N -7.729 5.028 2.763
H -10.056 6.309 2.954
H -8.882 7.252 3.827
H -10.134 6.353 4.731
H -7.907 5.234 4.877
H -10.150 3.893 4.908
H -8.765 3.008 4.583
H -11.462 2.275 3.429
H -9.936 1.402 3.250
H -10.878 1.975 1.837
H -7.240 4.135 2.712
H -7.069 5.796 2.755
C -2.948 1.129 4.985
C -2.790 0.312 6.265
C -3.864 -0.728 6.385
O -3.859 -1.280 7.679
C -4.892 -2.221 7.850
N -1.450 -0.379 6.177
H -2.328 2.028 4.964
H -3.971 1.507 4.897
H -2.690 0.554 4.097
H -2.775 0.982 7.132
H -3.752 -1.512 5.625
H -4.821 -0.226 6.173
H -4.861 -2.626 8.860
H -4.849 -3.058 7.149
H -5.869 -1.730 7.767
H -1.477 -0.927 7.040
H -0.760 0.352 6.323
```

Properties
energy: -80233.173 eV
ΔE to the lowest compared entry with this formula, charge and spin: 0.688 eV
LUMO level: -3.69 eV
HOMO energy: -10.41 eV
Kohn-Sham gap: 6.72 eV
charge: +1